P:
H26NO11 | the ωB97M-V functional and the def2-TZVPD basis

Summary:
Net charge ... +1
HOMO ... -12.682 eV

Each line ends with the natural charge from an NBO analysis.
Atoms and positions in Å:
O1 32.064 23.651 18.562  -0.983
O2 30.217 22.148 21.943  -0.937
O3 25.493 25.024 17.524  -0.939
O4 30.292 22.628 16.809  -0.992
O5 31.685 26.277 18.824  -0.958
O6 25.833 24.468 20.257  -0.985
O7 28.820 26.197 19.066  -0.991
O8 27.861 24.167 16.138  -0.995
O9 29.108 19.575 20.096  -0.985
O10 27.256 21.232 21.252  -0.975
O11 26.409 20.813 18.443  -0.950
N1 28.647 23.208 19.252  -0.700
H1 30.966 22.561 22.376  0.481
H2 26.359 21.037 19.379  0.490
H3 29.007 22.441 19.242  0.395
H4 28.921 26.714 18.249  0.497
H5 27.103 24.667 16.417  0.498
H6 30.646 21.325 21.778  0.457
H7 31.627 23.185 17.764  0.501
H8 27.812 24.425 15.157  0.493
H9 25.694 21.324 18.130  0.462
H10 29.302 23.744 19.068  0.415
H11 28.049 26.449 19.651  0.498
H12 25.230 24.199 17.581  0.475
H13 30.073 19.890 20.003  0.496
H14 26.277 25.174 20.855  0.475
H15 25.563 24.966 19.389  0.489
H16 24.863 25.594 17.193  0.499
H17 27.625 20.980 22.028  0.475
H18 27.759 20.541 20.770  0.484
H19 29.534 22.984 16.270  0.515
H20 27.895 23.114 18.383  0.456
H21 32.524 22.791 18.854  0.475
H22 30.471 21.835 16.179  0.496
H23 32.074 25.396 18.674  0.492
H24 28.790 18.997 19.382  0.512
H25 30.763 26.235 18.493  0.449
H26 28.272 23.388 20.008  0.415

Q:
H26NO11 | the ωB97M-V functional and the def2-TZVPD basis

Summary:
Net charge ... +1
HOMO ... -13.144 eV

Each line ends with the natural charge from an NBO analysis.
Atoms and positions in Å:
O1 -2.826 -2.362 1.051  -0.956
O2 1.044 -0.229 -2.030  -0.962
O3 -3.029 1.252 -0.461  -0.953
O4 -1.015 -2.540 -1.331  -0.940
O5 -0.761 2.993 1.204  -1.001
O6 -2.123 3.707 -0.833  -0.956
O7 0.231 -3.408 1.119  -0.954
O8 0.461 2.889 -1.514  -0.981
O9 2.416 -1.963 0.523  -0.965
O10 2.110 1.171 0.051  -1.003
O11 3.023 0.356 2.431  -0.944
N1 -0.490 -0.013 0.685  -0.871
H1 3.697 -0.046 3.004  0.496
H2 1.467 -1.029 -2.331  0.467
H3 -3.938 1.074 -0.301  0.499
H4 2.593 1.061 0.882  0.510
H5 -1.429 3.482 0.718  0.496
H6 1.083 2.335 -1.011  0.508
H7 -1.367 3.441 -1.277  0.485
H8 -0.192 0.637 1.393  0.468
H9 2.373 -0.336 2.457  0.470
H10 -0.074 -2.694 -1.581  0.462
H11 2.178 0.354 -0.476  0.484
H12 3.298 -1.703 0.710  0.499
H13 -0.724 0.592 -0.128  0.466
H14 -2.636 -2.766 1.881  0.481
H15 0.386 -4.105 0.481  0.463
H16 -2.414 -2.885 0.387  0.479
H17 -2.948 1.214 -1.405  0.483
H18 0.518 0.058 -2.796  0.502
H19 2.428 -2.184 -0.443  0.480
H20 0.148 -0.777 0.445  0.449
H21 -1.381 -0.439 0.801  0.463
H22 1.124 -3.070 1.199  0.482
H23 0.013 3.463 1.149  0.470
H24 -2.554 2.918 -0.542  0.474
H25 0.778 2.816 -2.398  0.470
H26 -1.467 -3.264 -1.712  0.481

What should be chosen as the most stable of them? Choose Q.

P:
C5H13N | the ωB97M-V functional and the def2-TZVPD basis

Summary:
HOMO ... -6.211 eV

Each line ends with the natural charge from an NBO analysis.
Atoms and positions in Å:
N1 -2.044 0.760 -0.128  -0.910
C1 1.563 0.366 -0.223  -0.291
C2 0.722 1.577 -0.384  -0.700
C3 1.556 -0.307 1.072  -0.088
C4 -2.388 -0.610 0.194  -0.413
C5 1.044 -0.999 -0.656  -0.619
H1 2.466 -0.833 1.419  0.211
H2 -0.680 1.060 -0.168  0.327
H3 1.886 -1.673 -0.758  0.229
H4 -3.488 -0.721 0.467  0.184
H5 -1.790 -1.029 1.026  0.122
H6 0.202 -1.523 -0.135  0.268
H7 0.944 2.377 0.320  0.215
H8 0.687 -0.828 -1.669  0.289
H9 2.527 0.547 -0.678  0.247
H10 -2.377 1.380 0.654  0.320
H11 -2.187 -1.188 -0.660  0.169
H12 0.665 1.915 -1.455  0.210
H13 0.693 -0.271 1.761  0.231

Q:
C5H13N | the ωB97M-V functional and the def2-TZVPD basis

Summary:
SMILES string ... C=CC.CCN
HOMO ... -9.308 eV

Each line ends with the natural charge from an NBO analysis.
Atoms and positions in Å:
N1 0.193 0.887 -2.674  -0.833
C1 -0.825 -1.630 3.054  -0.396
C2 0.239 3.153 -1.739  -0.614
C3 -0.143 -1.860 1.952  -0.176
C4 -0.556 1.883 -1.925  -0.214
C5 0.667 -3.087 1.674  -0.660
H1 -1.375 -0.716 3.221  0.198
H2 1.063 -3.085 0.657  0.214
H3 -0.108 -0.054 -2.455  0.356
H4 0.705 3.442 -2.683  0.210
H5 -1.450 2.183 -2.480  0.178
H6 -0.880 1.516 -0.939  0.161
H7 -0.933 -2.399 3.811  0.184
H8 0.109 -4.008 1.805  0.221
H9 1.172 0.917 -2.405  0.347
H10 -0.395 3.960 -1.383  0.213
H11 1.577 -3.096 2.279  0.223
H12 -0.109 -1.034 1.246  0.190
H13 1.047 3.028 -1.017  0.196

R:
C5H13N | the ωB97M-V functional and the def2-TZVPD basis

Summary:
SMILES string ... C=CC.CCN
HOMO ... -8.964 eV

Each line ends with the natural charge from an NBO analysis.
Atoms and positions in Å:
N1 -1.535 0.190 -0.624  -0.857
C1 1.532 -1.511 0.367  -0.672
C2 -0.113 -1.331 2.254  -0.409
C3 -1.397 1.493 -1.240  -0.210
C4 1.047 -1.040 1.679  -0.177
C5 0.116 1.683 -1.582  -0.622
H1 0.505 0.692 -1.837  0.204
H2 1.790 -0.412 2.164  0.197
H3 0.810 -1.890 -0.366  0.223
H4 2.018 -0.743 -0.250  0.218
H5 -0.795 -0.087 -0.010  0.368
H6 2.295 -2.286 0.494  0.227
H7 -1.910 1.558 -2.198  0.179
H8 0.618 1.947 -0.651  0.202
H9 -2.432 0.084 -0.168  0.359
H10 -0.910 -1.878 1.766  0.195
H11 -1.673 2.335 -0.602  0.162
H12 0.340 2.253 -2.480  0.216
H13 -0.307 -1.056 3.283  0.200

S:
C5H13N | the ωB97M-V functional and the def2-TZVPD basis

Summary:
HOMO ... -7.627 eV

Each line ends with the natural charge from an NBO analysis.
Atoms and positions in Å:
N1 1.271 -0.431 1.496  -0.806
C1 -0.213 -1.010 -1.350  -0.634
C2 0.091 -0.053 1.196  0.182
C3 0.969 1.230 -1.240  -0.646
C4 -0.205 0.393 -0.789  -0.294
C5 -1.145 -0.790 1.634  -0.663
H1 -0.244 1.018 0.603  0.276
H2 0.950 1.389 -2.323  0.226
H3 0.985 2.216 -0.765  0.211
H4 -1.183 -0.815 2.723  0.238
H5 0.639 -1.577 -0.966  0.230
H6 -1.127 -1.549 -1.101  0.213
H7 -2.053 -0.323 1.252  0.215
H8 -0.301 1.345 1.575  0.040
H9 -1.085 -1.817 1.274  0.233
H10 -0.131 -0.984 -2.441  0.216
H11 -1.166 0.900 -0.930  0.201
H12 2.037 0.138 1.158  0.349
H13 1.909 0.720 -1.008  0.213

What should be chosen as the most stable of them? Choose Q.

P:
C5H13N | the ωB97M-V functional and the def2-TZVPD basis

Summary:
SMILES string ... CC(C)N(C)C
HOMO ... -7.613 eV

Each line ends with the natural charge from an NBO analysis.
Atoms and positions in Å:
N1 0.169 0.132 -0.640  -0.479
C1 1.359 -0.430 -1.201  -0.402
C2 0.809 -0.445 1.718  -0.622
C3 -0.429 1.160 -1.461  -0.407
C4 -0.263 0.091 0.760  -0.019
C5 -1.680 -0.467 0.856  -0.620
H1 1.739 -0.406 1.153  0.222
H2 2.246 0.228 -1.120  0.154
H3 -0.290 1.167 1.035  0.161
H4 -1.725 -1.284 0.142  0.215
H5 1.229 -0.579 -2.275  0.199
H6 0.185 2.073 -1.354  0.164
H7 -2.485 0.215 0.594  0.209
H8 -1.434 1.489 -1.183  0.201
H9 -1.825 -0.804 1.885  0.205
H10 0.768 0.054 2.675  0.221
H11 1.621 -1.393 -0.763  0.199
H12 -0.558 0.819 -2.488  0.196
H13 0.713 -1.531 1.855  0.200

Q:
C5H13N | the ωB97M-V functional and the def2-TZVPD basis

Summary:
SMILES string ... CCCN(C)C
HOMO ... -8.264 eV

Each line ends with the natural charge from an NBO analysis.
Atoms and positions in Å:
N1 -0.362 -0.350 0.647  -0.451
C1 0.853 0.905 -1.126  -0.414
C2 0.719 0.544 0.344  -0.200
C3 -0.606 -0.545 2.059  -0.414
C4 -0.393 1.170 -1.940  -0.615
C5 -0.202 -1.651 0.000  -0.416
H1 -0.231 -1.560 -1.087  0.197
H2 -0.005 0.054 2.743  0.197
H3 -1.659 -0.449 2.338  0.197
H4 -0.914 -2.370 0.373  0.206
H5 0.639 1.368 1.057  0.194
H6 1.671 0.074 0.669  0.149
H7 1.587 1.710 -1.195  0.212
H8 -0.348 -1.575 2.342  0.177
H9 -0.250 1.067 -3.019  0.208
H10 1.298 0.000 -1.538  0.194
H11 -0.825 2.166 -1.822  0.205
H12 -1.167 0.450 -1.692  0.216
H13 0.841 -1.951 0.220  0.160

What should be chosen as the most stable of them? Choose Q.

P:
C5H13N | the ωB97M-V functional and the def2-TZVPD basis

Summary:
SMILES string ... C=CC.CCN
HOMO ... -9.122 eV

Each line ends with the natural charge from an NBO analysis.
Atoms and positions in Å:
N1 -0.508 1.531 1.112  -0.843
C1 -1.528 0.885 0.279  -0.219
C2 -2.337 1.941 -0.459  -0.618
C3 1.177 -2.480 -0.699  -0.652
C4 1.613 -1.336 0.172  -0.166
C5 2.755 -0.689 -0.001  -0.405
H1 0.559 -2.065 -1.502  0.218
H2 2.951 0.261 0.478  0.199
H3 -1.030 0.184 -0.388  0.188
H4 2.017 -2.984 -1.169  0.218
H5 -3.374 1.656 -0.603  0.204
H6 -2.214 0.268 0.879  0.157
H7 0.252 0.908 1.336  0.357
H8 3.446 -0.962 -0.785  0.189
H9 -0.913 1.918 1.952  0.355
H10 -1.874 2.199 -1.410  0.210
H11 0.478 -3.125 -0.171  0.215
H12 -2.352 2.888 0.087  0.210
H13 0.883 -0.996 0.892  0.182

Q:
C5H13N | the ωB97M-V functional and the def2-TZVPD basis

Summary:
SMILES string ... C/C=C\C.CN
HOMO ... -7.224 eV

Each line ends with the natural charge from an NBO analysis.
Atoms and positions in Å:
N1 0.318 1.051 1.384  -0.888
C1 -1.181 -0.491 -1.429  0.084
C2 -0.644 -0.901 -0.198  -0.445
C3 0.711 -1.314 -0.857  -0.636
C4 -0.876 0.850 -2.002  -0.700
C5 0.914 0.580 2.633  -0.411
H1 1.279 1.456 3.181  0.186
H2 -0.246 0.797 -2.897  0.228
H3 -0.221 0.291 0.719  0.361
H4 -0.396 1.453 -1.230  0.245
H5 1.770 -0.068 2.460  0.183
H6 0.801 -1.851 -1.805  0.194
H7 0.183 0.108 3.302  0.158
H8 1.334 -1.819 -0.102  0.242
H9 1.345 -0.412 -0.895  0.239
H10 -1.744 -1.227 -2.014  0.186
H11 -1.774 1.408 -2.277  0.243
H12 -0.391 1.734 1.639  0.334
H13 -1.183 -1.644 0.387  0.198

R:
C5H13N | the ωB97M-V functional and the def2-TZVPD basis

Summary:
SMILES string ... CC(C)C.C=N
HOMO ... -10.073 eV

Each line ends with the natural charge from an NBO analysis.
Atoms and positions in Å:
N1 1.973 -0.139 2.124  -0.618
C1 -1.117 -1.198 -0.638  -0.612
C2 0.849 -0.201 2.683  -0.053
C3 -1.164 1.312 -0.764  -0.607
C4 0.828 0.045 -1.610  -0.600
C5 -0.285 0.081 -0.565  -0.214
H1 -1.647 1.286 -1.742  0.200
H2 -0.015 -0.179 1.868  0.169
H3 1.468 -0.823 -1.468  0.210
H4 -1.937 1.362 0.001  0.202
H5 -0.492 -2.073 -0.470  0.209
H6 1.443 0.942 -1.560  0.208
H7 0.258 0.181 0.455  0.199
H8 0.408 -0.009 -2.615  0.194
H9 -0.570 2.223 -0.716  0.207
H10 0.710 -0.213 3.773  0.161
H11 -1.907 -1.188 0.112  0.202
H12 -1.580 -1.296 -1.621  0.205
H13 2.778 -0.113 2.752  0.338

What should be chosen as the most stable of them? Choose P.